No. 1
{
  "formula": "C32H42N6O6",
  "method": "the ωB97M-V functional and the def2-TZVPD basis",
  "species": ["C", "C", "C", "O", "C", "O", "O", "H", "H", "H", "H", "H", "H", "C", "C", "C", "O", "C", "O", "O", "H", "H", "H", "H", "H", "H", "N", "C", "C", "C", "C", "H", "H", "H", "H", "H", "N", "C", "C", "C", "C", "H", "H", "H", "H", "H", "N", "C", "C", "C", "C", "H", "H", "H", "H", "H", "N", "C", "C", "C", "C", "H", "H", "H", "H", "H", "N", "C", "C", "C", "C", "H", "H", "H", "H", "H", "N", "C", "C", "C", "C", "H", "H", "H", "H", "H"],
  "xyz": [[0.40849, 1.36712, -6.19254], [0.34217, 0.84738, -4.75990], [-0.82888, 0.00785, -4.24435], [-0.22550, -1.07201, -3.53122], [1.07172, -1.17469, -3.86159], [1.85056, -2.00074, -3.50131], [1.37336, -0.21982, -4.73590], [1.05350, 0.74402, -6.80844], [0.90017, 2.33994, -6.13862], [-0.52838, 1.49070, -6.73443], [0.79408, 1.51089, -4.02021], [-1.43004, -0.37493, -5.06635], [-1.38106, 0.58147, -3.50505], [-3.55371, 6.17924, 2.51949], [-2.70895, 4.93771, 2.22577], [-2.84020, 3.79166, 3.22974], [-2.80298, 2.64891, 2.37469], [-2.88939, 2.99648, 1.09195], [-3.00567, 2.24554, 0.18673], [-3.03505, 4.35647, 0.97001], [-2.85961, 7.01201, 2.63780], [-4.11239, 6.11661, 3.45050], [-4.17546, 6.36300, 1.64630], [-1.65269, 5.22062, 2.23160], [-3.77177, 3.82657, 3.79639], [-2.01485, 3.76038, 3.93701], [-1.95215, -1.09298, 0.26623], [-1.76954, -1.05586, 1.62725], [-0.74114, -1.91967, 1.95672], [-0.24494, -2.42752, 0.72496], [-1.01985, -1.95433, -0.28049], [-2.68516, -0.67116, -0.27004], [-2.49760, -0.45155, 2.14641], [-0.38010, -2.21308, 2.92768], [0.61263, -3.07552, 0.66367], [-0.91784, -2.05172, -1.34917], [4.51525, -1.54810, -1.71922], [5.28592, -0.43725, -1.80988], [5.23628, 0.16651, -0.56735], [4.36561, -0.57593, 0.28194], [3.91147, -1.59488, -0.49531], [4.44441, -2.26392, -2.42020], [5.81590, -0.16710, -2.70642], [5.84458, 1.03312, -0.35546], [4.02231, -0.47617, 1.29777], [3.20265, -2.39972, -0.37264], [2.21991, -4.48469, 4.14820], [3.20140, -4.65089, 3.20302], [2.60015, -4.95066, 2.00562], [1.20175, -5.09237, 2.26577], [1.01468, -4.83424, 3.59824], [2.34626, -4.21106, 5.10276], [4.19769, -4.29473, 3.41105], [3.08609, -4.97620, 1.04512], [0.40831, -5.36639, 1.59169], [0.13595, -4.82592, 4.22202], [0.88077, 0.57443, 7.27750], [1.47009, 0.80316, 6.04204], [0.58696, 0.32425, 5.10292], [-0.51240, -0.21375, 5.77415], [-0.32394, -0.08743, 7.11759], [1.24839, 0.84699, 8.16924], [2.42996, 1.28588, 6.11059], [0.80728, 0.29499, 4.04710], [-1.26230, -0.87650, 5.36472], [-0.78651, -0.47564, 8.00828], [2.31806, 0.89200, -1.69213], [2.54837, 2.20028, -2.05182], [1.40564, 2.90628, -1.72160], [0.48939, 2.01556, -1.10382], [1.07869, 0.78524, -1.12186], [2.97184, 0.12703, -1.71662], [3.49641, 2.45455, -2.49110], [1.24631, 3.97423, -1.69045], [-0.46116, 2.23332, -0.64503], [0.82642, -0.16384, -0.67449], [-3.81270, -1.70907, -5.43437], [-3.77111, -2.15579, -4.13848], [-4.06141, -1.03740, -3.35979], [-4.12476, 0.08756, -4.21400], [-4.18235, -0.40261, -5.50897], [-3.68354, -2.31886, -6.22216], [-3.46511, -3.17785, -4.00234], [-4.05126, -1.00320, -2.28186], [-4.26531, 1.09541, -3.85846], [-4.47908, 0.08240, -6.42273]],
  "homo_lumo_gap_ev": 8.28,
  "e_above_lowest_kj_mol": 80.7,
  "charge": 0,
  "smiles": "C[C@H]1COC(=O)O1.C[C@H]1COC(=O)O1.c1cc[nH]c1.c1cc[nH]c1.c1cc[nH]c1.c1cc[nH]c1.c1cc[nH]c1.c1cc[nH]c1",
  "e_tot_ev": -55088.9323,
  "multiplicity": 1
}

***

No. 2
{
  "formula": "C32H43BFeN7S3Se",
  "method": "the ωB97M-V functional and the def2-TZVPD basis",
  "species": ["Fe", "C", "C", "C", "C", "N", "N", "B", "N", "N", "C", "C", "C", "C", "C", "S", "C", "C", "C", "C", "N", "N", "C", "C", "C", "C", "C", "S", "C", "C", "C", "C", "C", "S", "C", "C", "C", "C", "H", "H", "H", "H", "H", "H", "H", "H", "H", "H", "H", "H", "H", "H", "H", "H", "H", "H", "H", "H", "H", "H", "H", "H", "H", "H", "H", "H", "H", "H", "H", "H", "H", "H", "H", "H", "H", "H", "H", "Se", "C", "C", "C", "N", "C", "C", "H", "H", "H", "H"],
  "xyz": [[1.06502, -3.13212, -0.50607], [-3.30950, -2.34012, -3.09152], [-2.91808, -1.54850, -1.86721], [-3.81896, -0.70438, -1.22913], [-3.40993, 0.00149, -0.10864], [-2.19738, -0.00851, 0.34542], [-1.27635, -0.69606, -0.39560], [0.12422, -0.46767, 0.03394], [0.43730, -0.37622, 1.48516], [0.84463, 0.82869, 1.87452], [0.82311, 1.04829, 3.15073], [0.52959, 0.03242, 4.09357], [0.55144, -1.25375, 3.66415], [0.46551, -2.45072, 4.62040], [0.51705, -1.50765, 2.28462], [0.32160, -3.13320, 1.66056], [1.15631, 2.40169, 3.66802], [1.72238, 3.28605, 2.59163], [-0.09545, 3.03333, 4.26045], [2.18517, 2.14643, 4.75015], [1.02269, 0.19858, -1.00010], [0.47939, 1.36117, -1.54387], [1.32357, 2.19572, -2.03558], [2.74366, 1.97898, -2.06728], [3.22947, 0.69581, -1.82018], [4.70194, 0.31114, -1.98291], [2.29065, -0.25771, -1.31523], [2.85121, -1.89425, -1.09885], [0.69595, 3.41968, -2.54800], [0.79196, 4.48297, -1.44081], [1.53727, 3.90426, -3.70668], [-0.77504, 3.19779, -2.93033], [-1.59188, -1.60089, -1.41493], [-0.47360, -2.77781, -2.10293], [-4.30618, 0.89287, 0.69062], [-4.06150, 0.62297, 2.16190], [-5.78111, 0.61063, 0.40624], [-3.99956, 2.34558, 0.33080], [-4.37266, -2.10914, -3.31962], [-3.16075, -3.39364, -2.87593], [-2.70988, -2.04132, -4.00121], [-4.84899, -0.59645, -1.62865], [0.43121, 0.28201, 5.17001], [0.25612, -2.06947, 5.64728], [1.34253, -3.07515, 4.57341], [-0.36734, -3.11420, 4.33729], [0.95017, 3.65290, 1.84459], [2.53588, 2.77285, 2.06108], [2.08063, 4.22726, 3.06273], [-0.89110, 3.17739, 3.49555], [0.06477, 4.05289, 4.65543], [-0.52794, 2.39893, 5.05846], [2.94890, 1.41393, 4.52127], [1.69997, 1.74363, 5.65472], [2.68543, 3.11864, 5.03190], [3.42933, 2.74318, -2.43479], [5.27400, 1.21445, -2.33055], [4.80845, -0.49145, -2.73500], [5.07558, -0.03729, -0.99421], [1.80388, 4.72035, -1.12063], [0.23311, 4.23073, -0.54959], [0.30196, 5.38263, -1.85616], [2.56897, 4.24233, -3.39805], [1.04635, 4.81461, -4.19114], [1.70126, 3.10125, -4.46925], [-1.35456, 2.91740, -2.01057], [-0.90286, 2.41520, -3.71372], [-1.21832, 4.14171, -3.34982], [-4.31502, -0.43010, 2.35590], [-4.67339, 1.29646, 2.81192], [-3.03778, 0.82942, 2.42629], [-6.05686, -0.44513, 0.56051], [-6.09418, 0.94555, -0.61448], [-6.42985, 1.19903, 1.08405], [-2.94840, 2.63445, 0.59810], [-4.68286, 2.97362, 0.95835], [-4.17905, 2.59736, -0.72773], [1.72155, -5.55002, 0.06844], [2.23994, -6.44723, -1.53223], [1.42414, -7.49960, -1.99757], [1.72922, -7.96272, -3.26691], [2.70456, -7.46583, -4.03278], [3.61111, -6.66419, -3.46925], [3.39392, -6.10878, -2.22740], [0.56180, -7.84458, -1.45892], [1.17507, -8.78034, -3.68107], [4.47490, -6.46653, -4.10174], [4.10053, -5.49393, -1.75533]],
  "homo_lumo_gap_ev": [6.88, 6.07],
  "charge": 2,
  "e_tot_ev": -177214.3862,
  "multiplicity": 6
}

***

No. 3
{
  "formula": "C32H43ClN2O5Tl",
  "method": "the ωB97M-V functional and the def2-TZVPD basis",
  "species": ["Tl", "C", "C", "C", "C", "C", "C", "C", "C", "C", "C", "C", "C", "N", "C", "C", "C", "C", "C", "C", "C", "N", "C", "C", "C", "C", "C", "C", "C", "C", "C", "C", "C", "C", "H", "H", "H", "H", "H", "H", "H", "H", "H", "H", "H", "H", "H", "H", "H", "H", "H", "H", "H", "H", "H", "H", "H", "H", "H", "H", "H", "H", "H", "H", "H", "H", "H", "H", "H", "H", "H", "H", "H", "O", "Cl", "O", "O", "O", "C", "O", "H", "H", "H", "H"],
  "xyz": [[1.04555, 0.02872, 0.08336], [-2.36461, -2.50375, -4.04984], [-1.09398, -2.13957, -3.27750], [0.10005, -1.96018, -4.22473], [-0.75441, -3.18411, -2.22672], [-0.46391, -4.48405, -2.62447], [-0.06442, -5.44500, -1.71353], [0.09706, -5.09709, -0.38246], [-0.17831, -3.81003, 0.05572], [0.03151, -3.44636, 1.51291], [-0.76229, -4.35659, 2.45427], [1.52549, -3.47336, 1.85720], [-0.64716, -2.85355, -0.86349], [-0.99301, -1.56018, -0.42283], [-2.24408, -1.26575, -0.41319], [-2.88858, -0.00456, -0.19742], [-4.27017, -0.08861, 0.09040], [-5.07700, 1.00590, 0.24476], [-4.50522, 2.27805, 0.05298], [-3.18717, 2.41216, -0.27075], [-2.28863, 1.29167, -0.38724], [-1.01097, 1.46058, -0.69844], [-0.61052, 2.65262, -1.31703], [0.08874, 3.65495, -0.61476], [0.47667, 4.80970, -1.28226], [0.19376, 5.00062, -2.62315], [-0.47300, 4.00524, -3.31848], [-0.87829, 2.83566, -2.69247], [-1.55604, 1.74950, -3.50810], [-0.60200, 1.21085, -4.58005], [-2.86707, 2.24151, -4.12812], [0.40956, 3.50574, 0.85928], [-0.23857, 4.61285, 1.69510], [1.92666, 3.48157, 1.08939], [-2.61579, -1.71778, -4.76536], [-3.21189, -2.62649, -3.37187], [-2.23064, -3.43688, -4.60110], [-1.26127, -1.18443, -2.78246], [0.31891, -2.89246, -4.74916], [0.98279, -1.65942, -3.65891], [-0.11477, -1.19018, -4.96897], [-0.54764, -4.75078, -3.67158], [0.14449, -6.45555, -2.04262], [0.44417, -5.84116, 0.32519], [-0.34640, -2.43081, 1.63761], [-0.39890, -5.38479, 2.40720], [-1.82045, -4.35932, 2.18623], [-0.66789, -4.01973, 3.49020], [1.91108, -4.49202, 1.77330], [1.69955, -3.12410, 2.87932], [2.10658, -2.84327, 1.18268], [-2.95630, -2.08687, -0.58239], [-4.70114, -1.07936, 0.19946], [-6.12817, 0.89777, 0.47734], [-5.12706, 3.16183, 0.14823], [-2.76944, 3.39711, -0.43669], [1.01421, 5.58228, -0.74262], [0.49630, 5.91341, -3.12159], [-0.67888, 4.14182, -4.37486], [-1.78842, 0.92088, -2.84111], [-0.29982, 1.99972, -5.27204], [-1.08800, 0.41670, -5.15310], [0.29565, 0.80202, -4.11229], [-2.68662, 3.05092, -4.83948], [-3.54304, 2.60682, -3.35328], [-3.36678, 1.42597, -4.65701], [-0.00835, 2.55560, 1.19748], [0.17220, 5.58938, 1.42968], [-0.05942, 4.44502, 2.75973], [-1.31785, 4.64036, 1.53094], [2.36186, 4.46641, 0.90068], [2.41945, 2.78096, 0.41461], [2.15215, 3.19726, 2.12008], [3.74871, -1.23478, -0.81497], [3.37540, -0.58470, -2.04979], [4.35523, -0.82692, -3.05829], [3.24429, 0.83288, -1.81090], [2.08871, -1.10072, -2.46744], [-1.33463, 0.55471, 3.13315], [0.07480, 0.41566, 2.97556], [-1.62063, 0.55997, 4.18992], [-1.87912, -0.23863, 2.61594], [-1.61159, 1.50747, 2.68511], [0.33425, -0.46684, 3.25642]],
  "homo_lumo_gap_ev": 6.94,
  "charge": -1,
  "e_tot_ev": -64311.5215,
  "multiplicity": 1
}

***

No. 4
{
  "formula": "C32H43N8OP2SZr",
  "method": "the ωB97M-V functional and the def2-TZVPD basis",
  "species": ["Zr", "S", "C", "N", "N", "C", "C", "C", "C", "C", "C", "N", "N", "C", "C", "C", "C", "C", "C", "H", "H", "H", "H", "H", "H", "H", "H", "H", "H", "H", "C", "P", "C", "N", "C", "C", "C", "C", "C", "C", "N", "C", "P", "C", "C", "C", "C", "C", "C", "C", "C", "C", "H", "H", "H", "H", "H", "H", "H", "H", "H", "H", "H", "H", "H", "H", "H", "H", "H", "H", "H", "H", "H", "H", "H", "H", "H", "H", "H", "H", "N", "C", "N", "O", "H", "H", "H", "H"],
  "xyz": [[-0.21881, 0.10831, 0.65344], [0.50805, -0.87435, 3.07548], [-0.66508, -2.10089, 2.46589], [-1.19115, -3.02267, 3.22952], [-2.24567, -3.67979, 2.61520], [-3.24823, -3.93946, 3.50137], [-3.12423, -3.73323, 4.95320], [-4.04814, -4.29010, 5.81679], [-5.09566, -5.07086, 5.31665], [-5.23544, -5.22520, 3.93860], [-4.39769, -4.57086, 3.01599], [-0.98765, -1.96041, 1.14328], [-2.04556, -1.06232, 0.98482], [-2.88020, -1.54741, -0.01490], [-2.23044, -2.18993, -1.08055], [-3.03938, -2.73466, -2.11273], [-4.41900, -2.83550, -1.92134], [-5.00015, -2.24118, -0.81406], [-4.28015, -1.43655, 0.05335], [-2.07309, -4.38388, 1.85261], [-2.33582, -3.15316, 5.40703], [-3.95942, -4.11278, 6.89419], [-5.83093, -5.52828, 6.00887], [-6.11085, -5.81404, 3.55244], [-4.61745, -4.48652, 1.93668], [-1.14512, -2.18152, -1.00381], [-2.57082, -3.09438, -3.03297], [-5.08710, -3.28800, -2.60419], [-6.06595, -2.31650, -0.60023], [-4.68953, -0.94697, 0.89330], [0.88046, -0.68090, -3.08706], [0.38215, 0.70175, -1.94030], [1.90962, 1.71367, -1.94221], [2.07345, 2.59124, -2.92858], [3.26036, 3.40400, -2.85830], [3.49347, 4.36010, -3.79780], [4.70554, 4.98336, -3.83023], [5.71787, 4.73363, -2.80793], [5.51421, 3.73940, -1.89229], [4.21358, 3.22852, -1.78456], [3.90182, 2.44806, -0.73434], [2.77172, 1.71675, -0.84507], [2.45933, 0.64750, 0.62126], [2.80320, 1.85567, 2.04419], [3.86400, -0.58442, 0.65186], [4.63121, -0.65758, 2.02883], [4.91528, -0.30004, -0.39733], [3.27259, -1.99987, 0.37083], [-0.90089, 1.74665, -2.89601], [-2.34338, 1.20148, -2.59762], [-0.84054, 3.19738, -2.40748], [-0.56235, 1.72238, -4.35697], [1.66982, -0.38580, -3.79149], [-0.03981, -0.96068, -3.65662], [1.19423, -1.49458, -2.43330], [2.76005, 4.56469, -4.59654], [4.93417, 5.73524, -4.61279], [6.65168, 5.33062, -2.81359], [6.26530, 3.28109, -1.21736], [3.79710, 2.29741, 1.91175], [2.72474, 1.35437, 3.02893], [2.08615, 2.64348, 2.01920], [5.38603, 0.10826, 2.23434], [5.18905, -1.61780, 1.90543], [3.96927, -0.84738, 2.95126], [5.60542, 0.44553, 0.00488], [4.54715, -0.00310, -1.36809], [5.46666, -1.19603, -0.47108], [2.73675, -2.43702, 1.23095], [4.15412, -2.63777, 0.14183], [2.66063, -1.95681, -0.59111], [-2.51592, 1.09756, -1.51531], [-2.51902, 0.17736, -2.99314], [-3.04922, 1.89790, -3.08290], [-0.52204, 3.26725, -1.36299], [-1.83044, 3.67078, -2.36051], [-0.15704, 3.82806, -2.93929], [-0.90608, 0.81705, -4.93026], [0.50879, 1.99431, -4.51135], [-1.20448, 2.48061, -4.79503], [-1.82900, 2.30779, 3.57897], [-1.84032, 2.36776, 2.24684], [-2.82375, 3.02620, 1.60956], [-0.88308, 1.76728, 1.57997], [-2.66969, 2.47514, 4.13249], [-1.05606, 1.79562, 3.99096], [-3.39295, 3.68169, 2.12465], [-2.86027, 3.06838, 0.61398]],
  "homo_lumo_gap_ev": [3.29, 3.33],
  "charge": 3,
  "e_tot_ev": -78515.8179,
  "multiplicity": 1
}